(1)
# C4H9N

C4H9N in the gas phase in a non-equilibrium geometry (the ωB97M-V functional and the def2-TZVPD basis, OMol25).

Results
Electronic energy, eV: -5783.2019
SMILES: C=C(N)CC
Strongest force on any atom, hartree/bohr: 0.04018
Orbital gap, eV: 9.2
HOMO level, eV: -8.0333
ΔE to the lowest compared entry with this formula, charge and spin, kcal/mol: 14.1

```
14
C4H9N the ωB97M-V functional and the def2-TZVPD basis
C 0.4209 1.2331 0.8869
C 0.6446 0.0443 0.3011
N 1.9112 -0.5202 0.5287
C -0.4190 -0.7792 -0.4203
C -1.5656 0.0710 -0.9633
H -0.4465 1.7707 0.5317
H 1.2094 1.7932 1.3586
H 2.1105 -1.4991 0.3975
H 2.4156 -0.2754 1.3610
H 0.2017 -1.2945 -1.1705
H -0.8394 -1.5164 0.2602
H -1.1988 0.8349 -1.6427
H -2.0274 0.6729 -0.1728
H -2.4172 -0.5352 -1.2562
```


(2)
# C4H9N

C4H9N in the gas phase (the ωB97M-V functional and the def2-TZVPD basis, OMol25).

Results
Electronic energy, eV: -5783.2963
SMILES: C=CCCN
Strongest force on any atom, hartree/bohr: 0.01100
Orbital gap, eV: 10.5
HOMO level, eV: -9.2884
ΔE to the lowest compared entry with this formula, charge and spin, kcal/mol: 11.9

```
14
C4H9N the ωB97M-V functional and the def2-TZVPD basis
C 2.1977 -0.8354 -0.5312
C 1.1676 -0.0084 -0.3767
C 0.1642 -0.0638 0.7503
C -1.2822 -0.1127 0.2368
N -1.6102 1.1139 -0.4732
H 2.3894 -1.6309 0.1780
H 2.8851 -0.7656 -1.3690
H 1.0067 0.7875 -1.1091
H 0.3512 -0.9326 1.3801
H 0.2733 0.8202 1.3909
H -1.9561 -0.3120 1.0870
H -1.3795 -0.9715 -0.4452
H -2.5225 1.0238 -0.9116
H -1.6847 1.8877 0.1929
```